1.
Molecular formula: C7H21F3N6O6
Method: DFT, the ωB97M-V functional and the def2-TZVPD basis

```
43
C7H21F3N6O6 (the ωB97M-V functional and the def2-TZVPD basis)
O 1.00 -0.85 0.57
H 1.01 -1.55 -0.16
H 0.13 -0.46 0.74
H 1.74 -0.17 0.47
C -0.89 -2.83 -1.21
O -1.23 -1.70 -0.39
O 0.45 -2.86 -1.28
C -1.74 -4.07 -0.75
F -3.04 -3.95 -1.05
F -1.39 -5.28 -1.25
F -1.56 -4.23 0.58
C -2.38 -0.96 -0.76
C -2.41 0.30 0.06
H -1.44 0.79 -0.01
H -3.26 0.99 -0.05
H -2.65 0.00 1.08
H -3.36 -1.43 -0.64
H -2.20 -0.66 -1.80
H -1.30 -2.57 -2.20
C 2.84 2.14 1.32
O 2.63 1.05 0.80
N 2.91 3.25 0.53
N 2.94 2.41 2.64
H 2.70 4.17 0.87
H 3.02 3.09 -0.46
H 3.23 3.32 2.93
H 3.06 1.67 3.31
C -0.60 1.07 3.25
O 0.11 1.50 4.16
N -0.73 -0.27 2.93
N -1.52 1.89 2.67
H -0.10 -0.85 3.46
H -1.66 -0.56 2.72
H -1.56 2.76 3.17
H -2.14 1.69 1.91
C 1.29 0.48 -3.04
O 1.32 0.71 -1.83
N 1.33 -0.77 -3.55
N 1.08 1.47 -3.97
H 0.88 -0.90 -4.43
H 1.21 -1.51 -2.85
H 1.07 1.30 -4.96
H 1.21 2.39 -3.57
```

The total energy comes out at -1358.96081 a.u. Its lowest unoccupied orbital energy is 0.360 eV. Its energy above the lowest of the compared OMol25 structures with the same formula, charge and spin is 0.000 eV.

Which charges does natural (NBO) predict for the atoms? In e, they are: O -0.845; H 0.576; H 0.553; H 0.563; C 0.336; O -0.596; O -0.902; C 0.918; F -0.334; F -0.330; F -0.339; C -0.068; C -0.639; H 0.213; H 0.225; H 0.177; H 0.180; H 0.170; H 0.090; C 0.810; O -0.708; N -0.851; N -0.807; H 0.391; H 0.415; H 0.393; H 0.418; C 0.769; O -0.669; N -0.867; N -0.855; H 0.414; H 0.398; H 0.408; H 0.406; C 0.779; O -0.701; N -0.848; N -0.858; H 0.375; H 0.447; H 0.393; H 0.400

2.
Molecular formula: C45H76MgN5O7
Method: DFT, the ωB97M-V functional and the def2-TZVPD basis

```
134
C45H76MgN5O7 (the ωB97M-V functional and the def2-TZVPD basis)
Mg 4.53 -2.76 -3.25
C 0.54 -2.46 -2.20
C 1.70 -1.52 -2.72
C 1.39 -0.01 -2.35
O 3.08 -1.70 -2.40
H -0.45 -2.02 -2.09
H 0.96 -2.72 -1.23
H 0.68 -3.36 -2.81
H 1.66 -1.44 -3.80
H 1.38 -0.02 -1.26
H 0.38 -0.05 -2.77
H 2.05 0.64 -2.92
C 0.68 -2.38 2.02
C -0.52 -2.97 1.73
C -1.38 -3.29 2.78
C -0.91 -3.29 4.09
C 0.39 -2.85 4.36
C 1.15 -2.35 3.26
C 1.01 -3.05 5.76
O 2.20 -2.86 6.02
C -0.02 -3.54 6.80
C 0.43 -3.76 8.16
C -0.34 -4.39 9.11
C -1.72 -4.72 8.83
C -2.15 -4.38 7.48
C -1.36 -3.76 6.50
C -1.94 -3.72 5.13
O -3.14 -4.13 4.77
H 1.29 -1.99 1.22
H -0.85 -2.98 0.70
H -2.39 -3.55 2.53
H 2.16 -2.01 3.42
H 1.48 -3.64 8.37
H 0.04 -4.39 10.12
H -2.44 -5.09 9.54
H -3.16 -4.64 7.22
C 4.89 -0.59 0.26
O 6.13 -0.68 0.46
N 4.32 0.44 -0.30
N 4.07 -1.53 0.67
H 3.31 0.48 -0.35
H 4.91 1.05 -0.85
H 4.84 -2.16 0.85
H 3.36 -1.66 -0.03
C -4.46 -2.82 -4.91
C -3.82 -2.15 -3.66
C -4.82 -1.15 -3.02
C -6.05 -1.67 -2.41
C -5.59 -2.50 -1.14
C -4.41 -3.54 -1.57
N -3.33 -3.05 -2.54
O -2.48 -4.05 -2.87
C -3.67 -3.94 -0.19
C -5.12 -4.88 -2.06
C -2.63 -1.26 -4.13
H -4.09 -2.42 -5.85
H -5.54 -2.87 -4.87
H -4.14 -3.85 -5.00
H -4.28 -0.60 -2.26
H -4.88 -0.55 -3.93
H -6.57 -2.19 -3.21
H -6.76 -0.93 -2.05
H -6.53 -3.01 -0.96
H -5.49 -1.75 -0.35
H -4.44 -4.25 0.52
H -2.86 -4.65 -0.31
H -3.17 -3.04 0.15
H -5.53 -4.69 -3.06
H -4.51 -5.79 -2.15
H -5.97 -5.20 -1.47
H -2.94 -0.59 -4.93
H -1.72 -1.83 -4.32
H -2.33 -0.76 -3.21
H -1.98 -4.17 -2.06
C 2.93 5.77 -3.65
C 4.01 4.58 -3.57
C 4.14 4.12 -5.07
C 5.12 5.04 -5.89
C 6.48 5.16 -5.15
C 6.32 5.73 -3.77
N 5.28 5.05 -3.02
O 5.39 5.06 -1.65
C 7.73 5.52 -3.05
C 6.03 7.30 -3.85
C 3.45 3.37 -2.75
H 3.26 6.71 -4.10
H 2.48 6.07 -2.70
H 2.15 5.42 -4.33
H 4.70 3.19 -4.99
H 3.22 4.11 -5.66
H 4.70 6.01 -6.16
H 5.22 4.39 -6.76
H 7.09 5.80 -5.80
H 6.97 4.19 -5.13
H 8.51 5.77 -3.78
H 7.98 6.06 -2.14
H 7.71 4.44 -2.92
H 5.27 7.54 -4.59
H 5.58 7.73 -2.95
H 6.97 7.81 -4.05
H 2.89 3.59 -1.84
H 4.20 2.61 -2.55
H 2.71 2.82 -3.33
H 4.70 5.67 -1.37
C -2.91 0.20 5.63
C -2.34 1.05 4.47
C -0.80 0.67 4.30
C -0.11 1.25 2.98
C -0.89 0.71 1.68
C -2.42 1.05 1.86
N -2.99 0.63 3.16
O -4.38 0.68 3.28
C -2.59 2.49 1.49
C -3.13 0.18 0.74
C -2.41 2.52 4.83
H -3.87 0.60 5.95
H -2.11 0.09 6.36
H -3.14 -0.79 5.21
H -0.25 0.86 5.22
H -0.97 -0.41 4.22
H 0.93 0.93 2.89
H 0.01 2.34 2.95
H -0.59 -0.33 1.52
H -0.45 1.16 0.80
H -3.45 2.85 2.06
H -1.83 3.21 1.80
H -2.79 2.63 0.43
H -2.53 0.37 -0.15
H -3.32 -0.81 1.15
H -4.13 0.54 0.49
H -2.30 2.70 5.90
H -3.33 3.10 4.74
H -1.62 3.06 4.31
H -4.65 -0.24 3.26
```

The spin multiplicity is 2. The net charge is +2. The total energy comes out at -2759.87283 a.u. Its lowest unoccupied orbital energy is -9.308 eV.

These are the Löwdin partial charges, in e, on atoms 1 to 99: Mg 1.449; C -0.016; C -0.534; C -0.023; O -0.414; H 0.074; H 0.062; H 0.082; H 0.111; H 0.070; H 0.077; H 0.062; C -0.143; C -0.058; C 0.005; C -0.094; C -0.047; C -0.027; C -0.228; O 0.093; C -0.055; C -0.007; C -0.055; C 0.008; C 0.011; C -0.123; C -0.185; O 0.024; H 0.083; H 0.086; H 0.109; H 0.122; H 0.112; H 0.105; H 0.100; H 0.109; C -0.777; O 0.003; N 0.186; N 0.179; H 0.094; H 0.108; H 0.123; H 0.070; C -0.022; C -0.467; C -0.178; C -0.185; C -0.083; C -0.360; N -0.129; O -0.022; C -0.039; C -0.033; C -0.047; H 0.079; H 0.075; H 0.079; H 0.110; H 0.121; H 0.103; H 0.117; H 0.105; H 0.102; H 0.092; H 0.067; H 0.040; H 0.066; H 0.076; H 0.080; H 0.087; H 0.067; H 0.058; H 0.077; C 0.028; C -0.399; C -0.112; C -0.144; C -0.132; C -0.439; N 0.051; O 0.134; C 0.012; C 0.034; C -0.013; H 0.078; H 0.092; H 0.097; H 0.118; H 0.131; H 0.115; H 0.120; H 0.141; H 0.130; H 0.100; H 0.098; H 0.089; H 0.073; H 0.092

> lowest unoccupied orbital energy of number 1 (C7H21F3N6O6)?

0.360 eV